DFT (ωB97M-V/def2-TZVPD) results for the molecule C3H6N2O2.

Each line ends with the Löwdin charge.
CARTESIAN COORDINATES (ANGSTROEM)
N (-1.4305, -0.0183, 0.5936)  -0.012
H (0.0892, 0.7024, -2.8322)  0.178
H (1.1024, 0.1698, 0.5521)  0.047
O (0.0601, 0.6849, -1.7948)  0.070
C (0.7308, 0.5028, 1.5037)  -0.063
N (-0.8710, -0.8568, -0.2506)  0.047
H (0.0474, -2.3510, -1.6976)  0.129
O (0.2011, -1.5043, -2.1492)  0.093
H (1.0526, -0.2193, 2.1271)  0.029
H (1.3199, 1.4084, 1.8356)  0.096
H (-1.3006, 1.2942, 2.1043)  0.103
C (-0.7556, 0.7441, 1.3304)  -0.178
C (-0.2458, -0.5569, -1.3225)  -0.538

Calculated values
LUMO energy = 0.53 eV
SMILES = C/C=N\N=C(O)O
gap between HOMO and LUMO = 9.2 eV
energy relative to the best compared isomer or geometry (same formula, charge and spin) = 329.6 kJ/mol
strongest force on any atom = 0.0902 Eh/bohr